Record 1
Computed, not measured: a 39-piece molecular cluster, C18H109BrO41 overall at a distorted geometry, with ωB97M-V/def2-TZVPD.

Computed properties:
HOMO-LUMO gap, eV: 9.5329

Geometry (Å):
C1 5.096 0.050 -1.303
O1 4.646 0.584 -2.540
C2 3.738 1.673 -2.347
C3 2.274 1.184 -2.546
C4 2.188 0.053 -3.597
C5 0.725 -0.377 -3.871
C6 0.543 -1.928 -3.841
C7 -0.970 -2.253 -3.720
C8 -1.284 -2.190 -2.189
C9 -2.703 -1.696 -1.885
C10 -3.824 -2.561 -2.496
C11 -5.233 -2.225 -1.915
C12 -5.486 -0.712 -1.926
C13 -6.965 -0.250 -1.640
C14 -6.996 0.943 -2.624
C15 -8.251 1.816 -2.792
C16 -9.551 1.237 -2.191
C17 -10.600 2.403 -2.120
Br1 -11.325 2.691 -0.332
C18 -6.381 0.222 -3.826
O2 -6.782 0.068 -4.926
O3 -5.221 -0.309 -3.300
H1 5.806 0.704 -0.766
H2 4.221 -0.054 -0.648
H3 5.583 -0.913 -1.467
H4 3.971 2.528 -2.995
H5 3.904 2.032 -1.321
H6 1.684 2.066 -2.825
H7 1.943 0.763 -1.584
H8 2.672 0.361 -4.531
H9 2.690 -0.821 -3.161
H10 0.025 0.040 -3.131
H11 0.416 -0.051 -4.873
H12 1.010 -2.346 -4.743
H13 1.094 -2.314 -2.971
H14 -1.129 -3.264 -4.111
H15 -1.511 -1.475 -4.273
H16 -0.585 -1.459 -1.775
H17 -1.060 -3.176 -1.776
H18 -2.841 -1.753 -0.792
H19 -2.787 -0.624 -2.142
H20 -3.595 -3.612 -2.249
H21 -3.800 -2.476 -3.589
H22 -5.236 -2.592 -0.879
H23 -5.984 -2.782 -2.491
H24 -4.900 -0.185 -1.158
H25 -7.106 0.112 -0.614
H26 -7.644 -1.092 -1.836
H27 -6.170 1.568 -2.245
H28 -8.427 2.034 -3.855
H29 -8.051 2.773 -2.290
H30 -9.984 0.498 -2.877
H31 -9.443 0.846 -1.176
H32 -10.127 3.327 -2.473
H33 -11.440 2.232 -2.799
O4 4.010 -2.521 -0.678
H34 3.975 -2.361 -1.628
H35 4.131 -3.476 -0.599
O5 6.430 3.057 -2.694
H36 6.655 3.024 -1.756
H37 6.238 2.135 -2.913
O6 -2.516 1.874 -1.706
H38 -2.213 2.786 -1.800
H39 -3.325 1.837 -2.229
O7 -2.943 -0.266 1.081
H40 -3.803 0.096 1.331
H41 -2.623 0.339 0.400
O8 -1.432 -2.128 2.768
H42 -1.303 -2.697 2.004
H43 -1.760 -1.301 2.393
O9 7.750 -1.622 -2.665
H44 7.968 -2.145 -3.447
H45 7.342 -0.831 -3.029
O10 6.694 -2.062 -5.222
H46 5.804 -1.786 -4.980
H47 6.961 -1.422 -5.893
O11 5.089 3.076 0.293
H48 5.063 2.764 1.203
H49 4.710 3.968 0.339
O12 -5.247 -2.783 -5.211
H50 -5.853 -2.039 -5.323
H51 -5.759 -3.432 -4.719
O13 -2.451 2.274 1.993
H52 -1.617 2.507 1.570
H53 -2.205 1.587 2.621
O14 0.928 -2.582 -0.293
H54 1.887 -2.450 -0.365
H55 0.852 -3.433 0.152
O15 0.267 -3.814 4.889
H56 -0.309 -3.046 4.785
H57 -0.248 -4.426 5.424
O16 7.110 0.630 1.684
H58 8.042 0.654 1.427
H59 6.749 -0.118 1.193
O17 9.715 1.959 0.331
H60 9.224 1.939 -0.497
H61 10.040 2.863 0.387
O18 2.813 -4.382 6.316
H62 3.181 -3.504 6.168
H63 1.971 -4.362 5.843
O19 -0.477 -4.875 -5.671
H64 -0.548 -5.808 -5.443
H65 -1.374 -4.624 -5.916
O20 -5.354 2.092 1.063
H66 -5.871 2.088 0.251
H67 -4.948 2.964 1.087
O21 6.582 5.935 -1.743
H68 6.785 5.914 -0.801
H69 6.422 5.012 -1.974
O22 9.924 -1.415 2.697
H70 9.033 -1.134 2.935
H71 10.208 -0.777 2.033
O23 5.085 5.785 1.351
H72 5.056 5.483 2.263
H73 4.703 6.667 1.393
O24 1.908 -7.241 4.920
H74 1.932 -6.605 5.643
H75 2.564 -7.900 5.169
O25 -8.660 3.098 2.219
H76 -8.526 4.052 2.205
H77 -9.448 2.961 1.677
O26 -3.415 4.361 -0.928
H78 -3.695 4.953 -0.222
H79 -3.350 3.494 -0.500
O27 3.395 7.072 3.057
H80 3.474 7.198 4.006
H81 2.507 6.718 2.951
O28 5.114 -0.095 4.191
H82 5.931 0.225 3.791
H83 5.408 -0.772 4.812
O29 1.438 7.730 4.843
H84 1.405 7.425 5.757
H85 1.061 8.615 4.877
O30 -11.166 3.215 3.774
H86 -10.247 3.348 3.486
H87 -11.470 2.470 3.247
O31 -10.085 3.902 6.269
H88 -10.600 3.880 5.446
H89 -9.850 4.830 6.378
O32 -0.387 0.496 0.412
H90 -0.430 0.637 -0.542
H91 -0.303 -0.464 0.501
O33 2.926 -4.592 0.884
H92 2.791 -4.010 1.641
H93 3.652 -5.170 1.150
O34 0.517 -8.469 2.248
H94 0.681 -8.341 3.192
H95 -0.416 -8.696 2.198
O35 10.874 -1.748 -2.864
H96 9.983 -1.470 -2.617
H97 11.152 -1.105 -3.522
O36 -4.820 2.389 4.007
H98 -5.495 1.794 3.664
H99 -4.054 2.222 3.446
O37 3.314 -1.109 6.408
H100 2.511 -0.669 6.699
H101 3.635 -0.566 5.680
O38 -10.553 4.030 9.280
H102 -10.329 3.121 9.499
H103 -10.444 4.072 8.321
O39 5.205 0.927 -5.701
H104 5.143 0.599 -4.794
H105 4.813 1.805 -5.658
O40 10.578 -2.257 5.316
H106 10.542 -2.101 4.359
H107 10.727 -3.203 5.399
O41 3.784 -7.150 0.250
H108 3.758 -7.428 -0.670
H109 2.959 -7.481 0.623


Record 2
Computed, not measured: a 37-piece molecular cluster, C18H110O37 overall at a distorted geometry, with ωB97M-V/def2-TZVPD.

Computed properties:
HOMO-LUMO gap, eV: 9.3396

Geometry (Å):
O1 -4.527 26.437 12.007
H1 -3.912 25.829 11.597
H2 -4.751 26.026 12.842
O2 -2.876 29.794 1.909
H3 -3.265 28.923 1.830
H4 -3.334 30.194 2.648
O3 0.399 27.269 10.451
H5 0.615 27.826 11.199
H6 -0.552 27.164 10.497
O4 -1.899 22.128 2.776
H7 -2.697 22.364 2.304
H8 -2.042 21.223 3.053
O5 -2.464 31.986 4.947
H9 -1.562 31.991 4.626
H10 -2.389 32.194 5.878
O6 1.996 28.136 8.317
H11 1.390 27.894 9.018
H12 2.024 29.092 8.343
O7 0.560 26.373 6.417
H13 0.700 26.946 5.663
H14 0.762 26.921 7.175
O8 -4.655 28.287 -0.694
H15 -4.603 27.917 0.187
H16 -4.923 29.196 -0.557
O9 -0.036 24.333 11.245
H17 -0.465 23.701 10.667
H18 -0.223 25.185 10.851
O10 -2.990 29.630 9.990
H19 -2.757 29.342 9.107
H20 -3.865 29.271 10.136
O11 -0.066 29.505 6.098
H21 0.625 30.094 6.402
H22 -0.005 29.536 5.143
O12 0.052 26.163 1.541
H23 0.424 26.555 0.752
H24 -0.789 25.805 1.257
O13 -2.225 26.390 9.847
H25 -2.432 27.269 9.528
H26 -2.381 25.819 9.095
O14 0.790 27.491 3.748
H27 0.650 26.911 2.999
H28 0.638 28.370 3.402
O15 -2.270 28.387 7.757
H29 -1.815 28.857 7.058
H30 -2.328 27.485 7.442
O16 -2.969 23.288 8.224
H31 -3.537 22.567 8.498
H32 -2.089 22.913 8.225
O17 -0.057 22.180 4.981
H33 0.505 22.953 4.929
H34 -0.536 22.176 4.152
O18 -6.435 29.088 6.149
H35 -6.131 29.192 7.050
H36 -6.525 28.142 6.034
O19 -1.843 21.892 10.580
H37 -2.704 21.649 10.241
H38 -1.229 21.604 9.905
O20 -3.397 23.767 12.161
H39 -2.921 24.157 12.894
H40 -2.728 23.300 11.661
O21 0.654 22.905 2.216
H41 -0.261 22.660 2.075
H42 0.624 23.839 2.422
O22 2.759 24.202 8.173
H43 3.383 24.619 8.767
H44 2.871 24.665 7.343
O23 -0.376 22.037 7.666
H45 0.575 22.021 7.769
H46 -0.517 21.961 6.723
O24 1.183 24.645 4.527
H47 0.889 25.410 4.032
H48 1.077 24.898 5.444
O25 -3.518 27.061 1.565
H49 -4.093 26.301 1.651
H50 -2.720 26.714 1.167
O26 -4.343 21.197 9.710
H51 -4.173 20.256 9.740
H52 -5.153 21.311 10.208
O27 -2.099 24.961 0.449
H53 -2.414 25.281 -0.396
H54 -2.644 24.197 0.634
O28 -4.239 22.750 1.512
H55 -4.350 22.882 0.570
H56 -4.721 23.474 1.913
O29 -4.780 30.162 4.101
H57 -4.159 30.535 4.727
H58 -5.499 29.834 4.642
O30 -5.164 27.961 9.490
H59 -5.029 27.427 10.272
H60 -5.148 27.336 8.766
O31 0.374 30.326 3.283
H61 0.234 31.207 3.632
H62 -0.150 30.299 2.482
C1 -8.523 30.902 2.273
C2 -7.244 31.400 1.638
C3 -6.787 32.715 2.281
O32 -6.252 30.418 1.640
H63 -9.035 30.173 1.643
H64 -9.276 31.685 2.356
H65 -8.323 30.554 3.286
H66 -7.504 31.535 0.588
H67 -7.607 33.432 2.226
H68 -5.934 33.169 1.776
H69 -6.586 32.615 3.348
H70 -5.923 30.391 2.541
C4 -10.029 21.805 2.596
C5 -9.166 20.563 2.891
C6 -7.852 21.020 3.476
O33 -9.823 19.773 3.850
H71 -10.639 22.129 3.439
H72 -10.744 21.551 1.813
H73 -9.453 22.687 2.315
H74 -9.017 20.010 1.963
H75 -7.517 20.333 4.253
H76 -7.876 21.987 3.977
H77 -7.098 21.005 2.688
H78 -10.593 19.373 3.438
C7 -5.229 19.906 6.731
C8 -4.128 19.278 5.935
C9 -2.765 19.863 6.216
O34 -4.101 17.874 6.160
H79 -6.160 19.861 6.166
H80 -5.112 20.978 6.890
H81 -5.413 19.319 7.631
H82 -4.313 19.441 4.873
H83 -2.722 20.937 6.037
H84 -1.983 19.332 5.673
H85 -2.564 19.778 7.283
H86 -3.426 17.457 5.620
C10 -7.110 26.818 1.584
C11 -6.380 25.820 2.477
C12 -7.328 24.887 3.165
O35 -5.609 25.009 1.614
H87 -7.876 26.340 0.973
H88 -6.462 27.423 0.950
H89 -7.753 27.483 2.160
H90 -5.686 26.316 3.155
H91 -6.870 24.250 3.922
H92 -7.793 24.280 2.388
H93 -8.118 25.432 3.682
H94 -6.074 24.943 0.777
C13 -6.674 24.792 8.028
C14 -7.124 25.401 6.705
C15 -8.506 25.956 6.778
O36 -6.189 26.316 6.290
H95 -5.626 24.512 7.917
H96 -7.279 24.032 8.523
H97 -6.638 25.509 8.849
H98 -7.165 24.598 5.970
H99 -8.790 26.663 5.998
H100 -8.782 26.517 7.671
H101 -9.257 25.197 6.557
H102 -5.335 25.976 6.566
C16 -3.530 24.337 5.238
C17 -2.732 25.609 5.785
C18 -2.848 26.775 4.817
O37 -3.258 25.844 7.038
H103 -4.608 24.324 5.402
H104 -3.172 23.420 5.705
H105 -3.318 24.168 4.182
H106 -1.661 25.456 5.918
H107 -2.209 26.727 3.935
H108 -2.316 27.643 5.207
H109 -3.835 27.046 4.443
H110 -3.161 25.002 7.488


Record 3
Computed, not measured: C18H11BBrN9O2Ru as an isolated structure at a distorted geometry, with ωB97M-V/def2-TZVPD.

Computed properties:
HOMO-LUMO gap (alpha / beta), eV: 6.1435 / 5.1968
Spin multiplicity: 5

Geometry (Å):
Ru1 0.774 -0.293 -0.390
Br1 1.476 -0.819 -2.646
C1 0.608 1.647 0.034
C2 1.426 4.322 0.146
C3 0.073 5.053 0.283
C4 -0.906 5.163 -0.704
C5 -1.507 4.019 -1.342
C6 -2.893 3.970 -1.545
C7 -3.558 2.776 -1.260
C8 -2.923 1.561 -1.009
C9 -1.526 1.563 -0.950
C10 -0.826 2.785 -1.315
H1 2.226 5.027 0.015
H2 -0.020 5.525 1.283
H3 -1.326 6.130 -0.881
H4 -3.474 4.834 -1.826
H5 -4.649 2.844 -1.192
H6 -3.546 0.650 -0.919
N1 1.935 1.521 2.228
C11 1.552 0.287 2.593
N2 1.705 -0.249 3.831
N3 1.155 -1.454 3.710
N4 0.734 -1.665 2.515
N5 0.952 -0.540 1.780
C12 1.396 2.224 1.168
N6 1.654 3.491 1.291
N7 1.427 3.536 -1.055
N8 0.459 2.660 -0.898
N9 -0.721 0.921 0.010
H7 2.445 2.035 2.940
O1 1.749 -3.284 -0.747
B1 0.675 -2.363 -0.972
O2 -0.562 -3.181 -1.208
C13 -0.125 -4.514 -0.899
C14 -0.964 -5.604 -0.654
C15 -0.352 -6.810 -0.224
C16 1.042 -6.876 -0.053
C17 1.850 -5.732 -0.201
C18 1.232 -4.559 -0.617
H8 -2.053 -5.478 -0.707
H9 -1.051 -7.667 0.011
H10 1.560 -7.781 0.246
H11 2.877 -5.675 0.129


Record 4
Computed, not measured: C18H11N4O6Pt as an isolated structure, with ωB97M-V/def2-TZVPD.

Computed properties:
Total charge: +1
HOMO-LUMO gap, eV: 5.4759

Geometry (Å):
Pt1 -0.695 0.214 -2.322
O1 1.673 5.285 0.333
C1 1.548 4.337 -0.368
C2 2.327 2.995 -0.265
O2 3.135 2.709 0.558
C3 1.845 2.087 -1.418
C4 0.592 2.749 -2.001
O3 -0.335 2.212 -2.581
C5 0.567 4.228 -1.573
O4 -0.078 5.093 -2.066
O5 2.424 1.164 -1.904
N1 1.735 2.263 7.073
C6 1.446 2.020 5.989
C7 1.079 1.711 4.633
C8 -0.170 2.097 4.150
C9 -0.525 1.796 2.850
C10 0.366 1.107 2.023
C11 1.617 0.725 2.513
C12 1.973 1.027 3.814
C13 0.004 0.808 0.665
C14 -0.313 0.560 -0.481
H1 -0.853 2.631 4.797
H2 -1.492 2.093 2.466
H3 2.310 0.204 1.866
H4 2.942 0.740 4.198
C15 -1.860 -5.231 -1.890
N2 -1.678 -3.850 -2.307
C16 -1.766 -3.394 -3.698
C17 -1.412 -1.939 -3.530
O6 -1.300 -0.989 -4.298
N3 -1.166 -1.704 -2.220
C18 -1.302 -2.841 -1.519
N4 -1.086 -2.901 -0.218
H5 -2.467 -5.740 -2.635
H6 -2.402 -5.270 -0.945
H7 -0.906 -5.750 -1.796
H8 -2.771 -3.520 -4.104
H9 -1.049 -3.905 -4.343
H10 -0.805 -2.056 0.260
H11 -1.152 -3.761 0.298


Record 5
Computed, not measured: C18H12ClCoN6O4 as an isolated structure, with ωB97M-V/def2-TZVPD.

Computed properties:
Total charge: +1
HOMO-LUMO gap (alpha / beta), eV: 7.9516 / 7.8791
Spin multiplicity: 2

Geometry (Å):
Co1 -2.082 1.139 0.465
C1 -0.221 4.730 1.652
C2 -1.222 3.799 1.379
N1 -0.902 2.553 1.061
C3 0.404 2.213 1.015
C4 1.372 3.155 1.296
N2 1.062 4.410 1.611
C5 0.632 0.801 0.623
C6 1.833 0.151 0.429
C7 1.843 -1.184 0.006
C8 0.606 -1.792 -0.241
C9 -0.560 -1.087 -0.029
N3 -0.521 0.166 0.421
C10 -1.956 -1.520 -0.285
C11 -2.367 -2.762 -0.725
N4 -3.650 -3.041 -0.942
C12 -4.531 -2.078 -0.724
C13 -4.146 -0.815 -0.280
N5 -2.866 -0.549 -0.062
C14 3.120 -1.923 -0.188
C15 3.136 -3.251 -0.599
C16 4.351 -3.901 -0.757
N6 5.527 -3.323 -0.534
C17 5.514 -2.053 -0.141
C18 4.352 -1.321 0.045
H1 -0.472 5.752 1.903
H2 -2.272 4.053 1.403
H3 2.424 2.900 1.264
H4 2.752 0.691 0.594
H5 0.546 -2.803 -0.613
H6 -1.651 -3.553 -0.911
H7 -5.573 -2.307 -0.904
H8 -4.854 -0.015 -0.112
H9 2.231 -3.805 -0.800
H10 4.377 -4.936 -1.076
H11 6.480 -1.596 0.038
H12 4.440 -0.294 0.370
O1 -3.283 4.121 -1.167
Cl1 -3.454 2.717 -1.186
O2 -4.533 2.282 -1.986
O3 -3.683 2.240 0.240
O4 -2.202 2.035 -1.553


Record 6
Computed, not measured: C18H12ClI2N3NiOTe as an isolated structure at a distorted geometry, with ωB97M-V/def2-TZVPD.

Computed properties:
HOMO-LUMO gap (alpha / beta), eV: 7.1503 / 6.8619
Spin multiplicity: 3

Geometry (Å):
Ni1 -0.322 -0.336 0.591
Cl1 4.360 -5.108 -0.905
C1 3.357 -3.927 -0.116
C2 3.610 -3.598 1.192
C3 2.827 -2.652 1.851
I1 3.212 -2.156 3.847
C4 1.759 -1.991 1.238
O1 1.028 -1.110 1.831
C5 1.511 -2.356 -0.134
N1 0.474 -1.718 -0.739
C6 0.189 -1.988 -1.993
C7 0.913 -2.924 -2.742
C8 1.960 -3.586 -2.160
C9 2.299 -3.315 -0.817
H1 4.427 -4.078 1.713
H2 -0.634 -1.442 -2.438
H3 0.638 -3.108 -3.771
H4 2.537 -4.311 -2.717
I2 -5.622 -3.465 1.045
C10 -4.067 -2.133 1.375
C11 -4.016 -1.135 2.320
N2 -2.836 -0.517 2.155
N3 -2.119 -1.067 1.172
C12 -2.858 -2.046 0.673
H5 -4.734 -0.839 3.066
H6 -2.449 0.245 2.687
H7 -2.504 -2.656 -0.140
Te1 0.001 1.919 -0.071
C13 -0.195 3.999 -0.421
C14 0.966 4.763 -0.428
C15 0.903 6.121 -0.695
C16 -0.319 6.726 -0.955
C17 -1.477 5.963 -0.942
C18 -1.420 4.602 -0.676
H8 1.919 4.292 -0.222
H9 1.814 6.706 -0.699
H10 -0.368 7.787 -1.165
H11 -2.435 6.427 -1.140
H12 -2.328 4.013 -0.671


Values of electronic energy, in order: -174425.9750 -96211.7512 -109642.8504 -40325.8542 -86128.4885 -102438.0806, all in eV.